{"formula": "C5H10O2", "method": "ωB97M-V/def2-TZVPD", "e_above_lowest_kcal_mol": 54.99, "homo_energy_ev": -9.7, "homo_lumo_gap_ha": 0.3851, "energy_ha": -346.937798, "lumo_ev": 0.8, "smiles": "C=CCO.CC=O", "species": ["O", "C", "C", "C", "C", "O", "C", "H", "H", "H", "H", "H", "H", "H", "H", "H", "H"], "coordinates": [[1.9926, 0.3367, 0.8950], [1.7230, -0.7178, -0.0161], [0.4618, -1.4019, 0.4168], [-0.8169, 1.8289, 0.0993], [-1.9736, 0.9519, -0.2808], [-2.2409, 0.6203, -1.4126], [-0.4947, -1.7991, -0.4157], [2.8608, 0.6985, 0.6826], [1.6091, -0.3506, -1.0480], [2.5509, -1.4452, -0.0115], [0.3840, -1.5848, 1.4874], [-0.2876, 1.4319, 0.9705], [-0.1233, 1.9174, -0.7390], [-1.2098, 2.8158, 0.3540], [-2.6177, 0.6311, 0.5668], [-0.4403, -1.6077, -1.4852], [-1.3774, -2.3253, -0.0635]], "forces_ev_per_a": [[0.26, 0.18, -0.02], [-0.10, -0.33, -0.25], [-0.11, -0.13, -0.13], [0.08, -0.15, -0.16], [-0.07, 0.00, -0.28], [0.08, 0.15, 0.49], [0.14, 0.01, 0.12], [-0.13, -0.01, 0.10], [0.02, -0.01, 0.18], [-0.12, 0.11, 0.02], [-0.01, -0.01, -0.11], [-0.12, 0.05, -0.10], [-0.08, 0.04, 0.08], [0.01, 0.03, 0.05], [0.02, -0.02, -0.13], [0.01, 0.01, 0.16], [0.14, 0.07, -0.02]]}